Record 1
{"formula": "C5H13NO2", "method": "ωB97M-V with the def2-TZVPD basis set", "homo_energy_ev": -7.931, "e_above_lowest_ev": 2.3981, "smiles": "C=C/C=C(/C)N.O.O", "lumo_ha": 0.0132, "species": ["N", "C", "C", "C", "C", "C", "H", "H", "H", "H", "H", "H", "H", "H", "H", "H", "H", "O", "H", "H", "O"], "coordinates": [[-1.1091, 1.6739, 1.3584], [-0.3107, 1.4333, 2.4689], [0.4900, 0.3808, 2.6023], [0.9125, -0.7624, 1.7865], [0.9321, -0.7269, 0.4402], [-0.5333, 2.5204, 3.5146], [-2.0189, 2.1029, 1.3973], [-1.1906, 0.8846, 0.7235], [1.2434, 0.4364, 3.4013], [1.3129, -1.6663, 2.2282], [1.1700, -1.6115, -0.1259], [0.6237, 0.1469, -0.1166], [0.3123, 2.4088, 4.1991], [-1.4605, 2.2247, 4.0019], [-0.5413, 3.5233, 3.1008], [-1.3247, -2.7033, -3.6240], [-2.0778, -1.8452, -4.5635], [-1.2179, -2.2828, -4.4803], [0.4000, -1.3164, -5.1601], [1.4101, -2.1032, -4.3482], [1.3462, -1.3657, -4.9802]], "atomic_forces_ev_per_a": [[-0.11, -1.22, -1.37], [-1.52, 1.29, -0.63], [2.55, -0.68, 1.45], [-0.76, 0.75, -2.20], [-0.52, -0.29, 0.68], [1.27, -1.65, -0.04], [0.13, 0.36, 0.80], [0.27, 0.13, 0.08], [-0.82, 0.33, 0.41], [-0.21, 0.13, 0.54], [0.34, -0.08, -0.17], [0.05, 0.06, -0.04], [-0.37, 0.34, 0.31], [-0.10, 0.53, 0.28], [-0.21, -0.02, -0.11], [0.34, -0.24, 0.21], [0.23, 0.04, -0.33], [-0.92, 0.14, 0.14], [0.10, -0.13, 0.13], [-0.03, 0.48, -0.44], [0.27, -0.29, 0.29]], "nbo_charge": [-0.818, 0.234, -0.368, -0.190, -0.419, -0.641, 0.378, 0.374, 0.202, 0.206, 0.191, 0.186, 0.223, 0.220, 0.221, 0.475, 0.475, -0.945, 0.485, 0.460, -0.951]}

---

Record 2
{"formula": "C5H13NO2", "method": "ωB97M-V with the def2-TZVPD basis set", "homo_energy_ev": -9.017, "e_above_lowest_ev": 1.6784, "smiles": "CN[C@H](CO)[C@@H](C)O", "lumo_ha": 0.0266, "species": ["C", "N", "C", "C", "C", "O", "C", "O", "H", "H", "H", "H", "H", "H", "H", "H", "H", "H", "H", "H", "H"], "coordinates": [[0.4943, -0.0561, 2.3515], [0.7830, 0.7277, 1.1570], [0.6847, 0.0303, -0.1403], [-0.4441, -1.0160, -0.2017], [-1.8399, -0.3829, -0.0414], [-0.4053, -1.7136, -1.4434], [0.5455, 1.1054, -1.1875], [0.8262, 0.5446, -2.4756], [0.4738, 0.5911, 3.2223], [1.2121, -0.8681, 2.5447], [-0.4780, -0.5035, 2.2494], [1.7317, 1.0792, 1.1962], [1.6110, -0.5052, -0.3032], [-0.2137, -1.8125, 0.5047], [-1.8708, 0.3667, 0.7453], [-2.5491, -1.1652, 0.2450], [-2.1172, -0.0180, -1.0232], [-0.1210, -1.1230, -2.1554], [-0.4674, 1.5054, -1.1592], [1.2135, 1.9432, -0.9683], [0.9306, 1.2705, -3.1170]], "atomic_forces_ev_per_a": [[0.52, -0.11, -0.21], [-0.31, 0.04, -0.16], [-0.01, -0.21, 0.76], [-0.01, 0.38, -0.62], [0.40, -1.06, 0.51], [0.11, -0.20, -0.17], [-0.09, 0.26, -0.32], [0.17, 0.61, -0.39], [0.04, 0.14, 0.07], [-0.03, 0.02, -0.04], [-0.41, -0.14, 0.12], [-0.11, 0.17, 0.23], [0.37, -0.39, -0.41], [-0.29, 0.24, 0.40], [0.01, 0.34, -0.20], [0.00, 0.06, -0.19], [-0.24, 0.38, 0.06], [-0.03, 0.07, 0.15], [-0.13, 0.08, 0.00], [0.16, -0.13, 0.02], [-0.14, -0.54, 0.40]], "nbo_charge": [-0.414, -0.626, -0.098, 0.097, -0.653, -0.739, -0.067, -0.750, 0.203, 0.165, 0.196, 0.355, 0.182, 0.183, 0.214, 0.219, 0.216, 0.490, 0.173, 0.171, 0.482]}

---

Record 3
{"formula": "C5H13NO2", "method": "ωB97M-V with the def2-TZVPD basis set", "homo_energy_ev": -10.021, "e_above_lowest_ev": 0.7930, "smiles": "CCCCNC=O.O", "lumo_ha": 0.0243, "species": ["O", "C", "N", "C", "C", "C", "C", "H", "H", "H", "H", "H", "H", "H", "H", "H", "H", "H", "H", "H", "O"], "coordinates": [[1.4875, 1.9072, 1.3620], [2.1093, 1.4584, 0.4206], [1.5208, 0.9804, -0.6930], [0.1301, 0.5356, -0.7095], [-0.1951, -0.5533, 0.3432], [-0.4069, -1.9736, -0.1887], [-1.3262, -2.0795, -1.4024], [3.2075, 1.3978, 0.4037], [2.1206, 0.5807, -1.3959], [-0.0720, 0.1908, -1.7157], [-0.4871, 1.4031, -0.4849], [-1.0522, -0.2560, 0.9479], [0.6461, -0.5459, 1.0332], [0.5350, -2.4838, -0.4148], [-0.8814, -2.5294, 0.6155], [-1.4365, -3.1272, -1.7002], [-2.3316, -1.7496, -1.1376], [-1.0103, -1.5122, -2.2832], [-1.0863, 3.0721, 1.6386], [-0.3943, 2.3167, 2.7701], [-1.0772, 2.9678, 2.5909]], "atomic_forces_ev_per_a": [[0.08, -0.11, 0.21], [-0.23, 0.19, 0.09], [0.18, -0.76, -0.42], [-0.21, 0.26, 0.67], [0.52, 0.10, -0.22], [-0.08, 0.09, -0.30], [-0.38, -0.26, 0.04], [0.06, 0.21, -0.07], [0.12, 0.02, 0.10], [-0.13, 0.12, -0.12], [-0.11, 0.07, -0.27], [-0.14, 0.08, -0.20], [-0.04, -0.17, 0.22], [0.06, 0.20, 0.08], [0.11, -0.26, 0.13], [0.13, 0.13, -0.05], [-0.05, 0.18, -0.05], [0.08, -0.12, 0.17], [0.21, -0.04, -0.11], [0.24, 0.03, -0.23], [-0.41, 0.06, 0.32]], "nbo_charge": [-0.635, 0.527, -0.607, -0.229, -0.415, -0.398, -0.611, 0.117, 0.390, 0.204, 0.207, 0.213, 0.218, 0.194, 0.209, 0.214, 0.205, 0.194, 0.466, 0.484, -0.947]}